# 1
Density functional theory data (ωB97M-V/def2-TZVPD) for a molecular structure, CH3Cl2P.

Calculated values
- Relative energy (zero: lowest compared OMol25 entry of this formula, charge and spin): 335.51 kJ/mol
- Max |F|: 0.0384 Eh/bohr
- Kohn-Sham gap (spin up / spin down): 6.814 / 6.781 eV
- E_LUMO (spin up / spin down): -1.00 / -0.88 eV
- Electronic energy: -35417.0585 eV

Atoms and positions in Å:
C  1.400  -0.090  -0.051
P  -3.085  -0.313  0.778
Cl  -0.373  -0.589  0.166
Cl  -3.109  1.031  -0.609
H  1.443  -0.170  -1.114
H  1.668  0.884  0.388
H  2.056  -0.754  0.442

Mulliken atomic charge list, values in e, 5 entries:
1. C -0.599
2. P 0.116
3. Cl -0.173
4. Cl -0.106
5. H 0.224

# 2
Density functional theory data (ωB97M-V/def2-TZVPD) for 2 unconnected molecules or ions with the total composition C9H5O4.

Calculated values
- Relative energy (zero: lowest compared OMol25 entry of this formula, charge and spin): 306.84 kJ/mol
- Max |F|: 0.0871 Eh/bohr
- Kohn-Sham gap (spin up / spin down): 6.650 / 6.646 eV
- Total charge: -1
- E_LUMO (spin up / spin down): 1.94 / 1.94 eV
- Electronic energy: -17600.0568 eV

Atoms and positions in Å:
C  0.924  -0.872  1.674
C  -0.900  0.609  1.285
C  1.154  -0.882  0.276
C  -0.567  0.685  -0.164
C  -0.136  -0.081  2.147
C  0.427  -0.095  -0.485
C  0.072  0.324  -3.521
C  -0.339  0.120  3.768
C  -0.331  -0.194  -4.702
O  -0.373  -0.249  -5.900
O  -0.473  -0.895  4.381
O  0.857  -0.182  -2.632
O  -0.341  1.284  4.132
H  1.515  -1.578  2.217
H  -1.626  1.255  1.777
H  1.679  -1.811  -0.078
H  -1.020  1.356  -0.959
H  -0.521  1.205  -3.217

Mulliken atomic charge list, values in e, 5 entries:
1. C -0.173
2. C -0.338
3. C -0.581
4. C -0.351
5. C 0.101

# 3
Density functional theory data (ωB97M-V/def2-TZVPD) for a molecular structure, C27H21FFeN4O5.

Calculated values
- Max |F|: 0.0182 Eh/bohr
- 2S+1: 2
- Kohn-Sham gap (spin up / spin down): 6.505 / 6.584 eV
- Total charge: +1
- E_LUMO (spin up / spin down): -4.18 / -4.10 eV
- Electronic energy: -81637.7608 eV

Atoms and positions in Å:
Fe  -0.121  -2.252  -0.192
O  2.585  -4.343  3.910
C  3.110  -3.126  3.726
C  4.136  -2.745  4.595
C  4.730  -1.510  4.469
C  4.325  -0.615  3.476
C  3.317  -0.978  2.616
C  2.691  -2.228  2.724
C  1.622  -2.558  1.794
O  1.264  -1.668  0.903
N  1.053  -3.755  1.809
N  0.049  -3.755  0.887
C  0.022  -4.621  -0.080
C  -0.981  -4.408  -1.138
C  -1.033  -5.215  -2.256
C  -1.942  -4.866  -3.246
C  -2.726  -3.729  -3.086
C  -2.556  -2.943  -1.954
N  -1.711  -3.279  -0.984
H  1.896  -4.517  3.244
H  4.442  -3.446  5.359
H  5.524  -1.233  5.150
H  4.801  0.351  3.382
H  2.988  -0.304  1.837
H  0.763  -5.406  -0.181
H  -0.384  -6.074  -2.347
H  -2.033  -5.464  -4.143
H  -3.440  -3.435  -3.840
H  -3.107  -2.023  -1.808
C  0.962  4.860  -1.475
C  -0.273  4.286  -2.155
C  -1.505  5.172  -2.053
C  -1.938  5.327  -0.603
C  -2.068  3.983  0.062
C  -2.855  3.821  1.179
C  -2.987  2.573  1.782
F  -3.762  2.478  2.867
C  -2.365  1.458  1.297
C  -1.562  1.593  0.156
C  -0.893  0.430  -0.390
O  -1.044  -0.682  0.220
C  -0.118  0.611  -1.550
C  0.005  1.880  -2.073
N  -0.586  2.955  -1.571
C  -1.402  2.850  -0.452
C  0.578  -0.485  -2.310
O  1.216  -0.216  -3.300
O  0.495  -1.697  -1.820
H  1.200  5.835  -1.901
H  1.822  4.207  -1.622
H  0.809  4.981  -0.403
H  -0.059  4.091  -3.206
H  -2.313  4.730  -2.640
H  -1.277  6.142  -2.495
H  -2.892  5.850  -0.543
H  -1.218  5.937  -0.052
H  -3.392  4.662  1.601
H  -2.483  0.497  1.774
H  0.622  2.020  -2.952

Mulliken atomic charge list, values in e, 5 entries:
1. Fe -0.102
2. O -0.651
3. C 0.421
4. C -0.673
5. C -0.351

# 4
Density functional theory data (ωB97M-V/def2-TZVPD) for a single C2H2N2OS3 molecule.

Calculated values
- Relative energy (zero: lowest compared OMol25 entry of this formula, charge and spin): 0.00 kJ/mol
- Max |F|: 0.0176 Eh/bohr
- SMILES string: O=C1SNC(=S)NS1
- Kohn-Sham gap: 8.851 eV
- E_LUMO: -0.02 eV
- Electronic energy: -39639.2400 eV

Atoms and positions in Å:
O  3.159  -0.018  -0.007
C  1.957  -0.005  0.008
S  0.975  -1.484  0.225
N  -0.490  -1.011  -0.522
C  -1.282  0.002  0.004
S  -2.920  -0.005  -0.006
N  -0.485  1.015  0.515
S  0.989  1.476  -0.237
H  -0.972  -1.767  -0.989
H  -0.932  1.796  1.009

Mulliken atomic charge list, values in e, 5 entries:
1. O -0.447
2. C 0.494
3. S -0.040
4. N -0.347
5. C 0.477